# 1
The following is a quantum chemistry calculation of a cluster of 10 separate species, C62H67B2I3N10O4 in total at a distorted geometry, from OMol25.

HOMO-LUMO gap ... 8.12 eV
Maximum force ... 0.0258 Eh/bohr
HOMO ... -8.73 eV
Total charge ... 0
E_LUMO ... -0.6 eV

Cartesian coordinates (Å):
C  -1.02474  -6.10009  -1.56635
C  -0.40384  -4.99941  -0.68146
B  -1.49173  -4.31161  0.23641
O  -2.45578  -5.08021  0.85510
C  -1.51275  -2.72474  0.42186
C  -1.84354  -1.95475  -0.69103
C  -1.85572  -0.57588  -0.65998
C  -1.53654  0.08325  0.50499
C  -1.22626  -0.64095  1.66344
B  -0.86510  0.29666  2.90132
C  0.35471  1.29414  2.76049
O  -1.59982  0.31891  4.07230
C  -1.22043  -2.05551  1.63700
C  -0.91550  -2.85229  2.87153
I  1.09863  -2.44912  3.57320
C  -1.92995  -2.70537  4.03404
C  -3.33425  -2.39139  3.54268
C  -2.27121  -0.07358  -1.99864
O  -2.15235  1.00326  -2.49514
N  -2.81153  -1.20751  -2.62747
C  -3.18334  -1.12999  -4.02061
I  -4.84745  -2.44314  -4.35748
C  -2.00031  -1.25577  -5.02750
C  -2.14871  -0.15354  -6.09101
I  -2.03361  -3.12066  -6.12662
C  -2.25774  -2.36788  -2.06628
O  -2.12715  -3.41251  -2.62228
H  -2.07305  -5.93117  -1.78582
H  -0.92722  -7.08466  -1.11908
H  -0.50481  -6.12947  -2.52075
H  0.36595  -5.45480  -0.06313
H  0.02934  -4.23793  -1.32361
H  -2.03329  -5.85519  1.25185
H  -1.54994  1.16449  0.52694
H  0.00665  2.28196  3.06068
H  0.60543  1.37198  1.70446
H  1.21865  0.99586  3.34323
H  -1.00004  0.14016  4.80537
H  -0.90332  -3.91532  2.68236
H  -1.98809  -3.68266  4.50897
H  -1.58519  -2.01169  4.78661
H  -4.07188  -2.66890  4.29133
H  -3.57537  -2.95627  2.64461
H  -3.48034  -1.34133  3.31573
H  -3.60231  -0.14483  -4.16249
H  -1.04139  -1.15126  -4.53616
H  -1.18570  0.09854  -6.51986
H  -2.61126  0.73746  -5.67273
H  -2.79549  -0.51357  -6.88280
N  -7.92192  -4.40333  1.01954
C  -8.83896  -4.20387  0.07383
C  -8.53838  -3.83506  -1.22950
C  -7.20647  -3.65970  -1.56552
C  -6.23781  -3.86250  -0.59594
C  -6.64668  -4.23310  0.67602
H  -9.86842  -4.35082  0.38245
H  -9.32261  -3.69410  -1.96008
H  -6.91152  -3.36955  -2.56655
H  -5.18555  -3.73809  -0.81973
H  -5.91927  -4.40534  1.46230
N  3.40234  2.52458  3.59247
C  4.25544  2.63055  2.57480
C  5.36373  3.46344  2.58224
C  5.59577  4.23433  3.70974
C  4.71855  4.14015  4.77816
C  3.64235  3.27118  4.66860
H  4.03215  2.01351  1.71028
H  6.02287  3.51090  1.72731
H  6.44941  4.89953  3.75574
H  4.86484  4.72656  5.67586
H  2.93202  3.16477  5.48182
N  -9.67111  -4.52619  -4.63875
C  -10.81470  -4.62291  -5.31409
C  -10.89331  -4.61805  -6.69934
C  -9.71715  -4.50449  -7.42170
C  -8.51861  -4.40416  -6.73589
C  -8.55210  -4.42105  -5.35100
H  -11.71083  -4.70640  -4.70920
H  -11.85061  -4.69947  -7.19510
H  -9.73393  -4.49644  -8.50401
H  -7.57733  -4.31549  -7.26108
H  -7.63314  -4.34638  -4.77600
N  9.24196  3.41173  4.22122
C  10.46152  3.48594  3.69071
C  11.12358  2.39967  3.13975
C  10.48545  1.16896  3.14086
C  9.21666  1.07454  3.68945
C  8.64402  2.22231  4.21367
H  10.92467  4.46646  3.71136
H  12.11315  2.51703  2.72051
H  10.96981  0.29729  2.72001
H  8.68198  0.13523  3.71128
H  7.65157  2.20238  4.65346
N  -0.16942  -7.83637  1.74353
C  0.57535  -6.84353  2.21946
C  1.89847  -6.97693  2.60153
C  2.48734  -8.22524  2.48587
C  1.72864  -9.27572  1.99273
C  0.41054  -9.02992  1.63574
H  0.07765  -5.88269  2.29821
H  2.44618  -6.12450  2.97968
H  3.51922  -8.37728  2.77449
H  2.14768  -10.26647  1.88586
H  -0.21573  -9.82312  1.24336
N  5.55880  5.41033  -0.31874
C  4.38397  5.29967  -0.94466
C  4.24984  5.21807  -2.32070
C  5.39652  5.25890  -3.09830
C  6.62337  5.37454  -2.46840
C  6.64806  5.44331  -1.08294
H  3.51193  5.27559  -0.29976
H  3.27080  5.12619  -2.77026
H  5.33353  5.20048  -4.17722
H  7.54344  5.40994  -3.03504
H  7.58987  5.53000  -0.55138
N  -9.52307  -0.51966  -10.09525
C  -9.09804  -1.41578  -9.20681
C  -7.86469  -1.34963  -8.57603
C  -7.02292  -0.29474  -8.88885
C  -7.44789  0.64558  -9.81272
C  -8.70246  0.48774  -10.38298
H  -9.78743  -2.22342  -8.99302
H  -7.57297  -2.10256  -7.85912
H  -6.05149  -0.20747  -8.41867
H  -6.82308  1.48456  -10.08648
H  -9.07463  1.20326  -11.10807
N  6.81531  7.43503  7.04398
C  6.86798  7.11486  8.33489
C  7.40735  5.92918  8.81161
C  7.91738  5.02305  7.89539
C  7.87164  5.33616  6.54565
C  7.31304  6.55262  6.17883
H  6.45531  7.84957  9.01786
H  7.42490  5.72379  9.87336
H  8.34505  4.08522  8.22775
H  8.25601  4.65683  5.79055
H  7.25863  6.84263  5.13388
N  3.14692  10.21700  1.49870
C  3.24899  9.87006  2.78008
C  3.72966  8.64158  3.20982
C  4.12389  7.71984  2.25368
C  4.02343  8.06233  0.91510
C  3.53195  9.31885  0.59384
H  2.92802  10.61938  3.49557
H  3.79341  8.41630  4.26592
H  4.50545  6.74777  2.54348
H  4.32331  7.36974  0.14881
H  3.44021  9.62882  -0.44197

Atoms 1-2, force components in eV/Å:
C 0.26 -0.06 -0.13
C -0.74 0.03 0.03

# 2
The following is a quantum chemistry calculation of a structure of composition C62H67BN11O7PW at a distorted geometry, from OMol25.

Energy above the lowest of the compared OMol25 structures with the same formula, charge and spin ... 0.0 kcal/mol
HOMO-LUMO gap (alpha / beta) ... 6.58 / 6.50 eV
Maximum force ... 0.0863 Eh/bohr
HOMO (alpha / beta) ... -12.71 / -12.72 eV
Total charge ... +2
E_LUMO (alpha / beta) ... -6.1 / -6.2 eV

Cartesian coordinates (Å):
W  -0.61841  -0.11779  -0.68236
C  -4.17850  0.88861  -4.88281
C  -3.15439  0.00732  -4.24312
C  -2.55081  -1.09839  -4.78198
C  -1.68847  -1.60418  -3.80469
N  -1.74432  -0.80599  -2.71229
N  -2.65926  0.16598  -3.00240
B  -3.25194  1.13925  -1.99088
N  -3.69076  0.44068  -0.72324
N  -2.81945  0.26340  0.30954
C  -3.59310  0.08275  1.42081
C  -4.93373  0.12529  1.03852
C  -4.95723  0.35515  -0.31766
C  -6.14330  0.48710  -1.21586
C  -3.21734  -0.20585  2.86942
C  -2.31244  0.87517  3.46763
C  -2.54198  -1.57320  2.91838
C  -4.48203  -0.28994  3.72794
N  -2.31751  2.29546  -1.61737
N  -0.96991  2.20540  -1.41879
C  -0.50990  3.49087  -1.44401
C  -1.59640  4.35497  -1.58035
C  -2.71742  3.57471  -1.68800
C  -4.13116  4.02418  -1.87194
C  0.89299  4.12786  -1.43491
C  0.96147  5.12455  -2.60913
C  2.07713  3.17487  -1.62199
C  1.02986  4.93984  -0.13707
C  -0.89320  -2.88677  -4.06491
C  -0.84141  -3.76391  -2.81488
C  0.52334  -2.55381  -4.57094
C  -1.59575  -3.69235  -5.16753
H  -4.31977  0.57414  -5.91484
H  -3.87155  1.93534  -4.88145
H  -5.13989  0.82094  -4.37320
H  -2.72937  -1.49725  -5.76458
H  -4.20505  1.61836  -2.50839
H  -5.79464  0.01760  1.67301
H  -7.04918  0.31588  -0.63825
H  -6.10978  -0.24125  -2.02744
H  -6.20774  1.48203  -1.65775
H  -1.40097  0.99207  2.89539
H  -2.04600  0.60478  4.49241
H  -2.83390  1.83506  3.49167
H  -1.59307  -1.53766  2.39281
H  -3.18491  -2.33048  2.45653
H  -2.35966  -1.86280  3.95083
H  -5.05911  0.63514  3.69633
H  -4.18373  -0.46038  4.76330
H  -5.12366  -1.11895  3.42461
H  -1.57331  5.43040  -1.61682
H  -4.18339  5.10036  -1.71901
H  -4.79864  3.54232  -1.15723
H  -4.49399  3.80828  -2.87716
H  0.67698  4.64378  -3.54705
H  1.98787  5.48530  -2.70621
H  0.32345  5.99375  -2.45827
H  2.29182  3.05204  -2.68079
H  1.92046  2.19164  -1.20470
H  2.97151  3.60336  -1.16359
H  0.25791  5.70737  -0.07599
H  2.00371  5.43478  -0.10691
H  0.93118  4.30963  0.73939
H  -0.60044  -3.16909  -1.94879
H  -0.07842  -4.53914  -2.92873
H  -1.80594  -4.25363  -2.65490
H  1.22340  -2.42090  -3.75360
H  0.52068  -1.64980  -5.18398
H  0.89415  -3.37513  -5.18741
H  -2.66064  -3.81148  -4.96383
H  -1.14096  -4.68263  -5.22166
H  -1.47846  -3.22516  -6.14637
C  2.84618  -3.42439  -0.87765
C  1.57460  -2.84371  -0.82874
N  1.25300  -1.69319  -1.38142
C  2.22226  -1.08759  -2.11312
C  3.52457  -1.57989  -2.22136
C  3.83901  -2.77721  -1.55230
C  4.48696  -0.88835  -3.03668
C  4.11027  0.14913  -3.80678
C  2.74102  0.58626  -3.81591
C  2.25178  1.52466  -4.74172
C  0.91962  1.82996  -4.72260
C  0.10650  1.26519  -3.73071
N  0.54943  0.41733  -2.82405
C  1.83489  0.03563  -2.91127
H  3.01870  -4.36390  -0.37085
H  0.78824  -3.38246  -0.33859
H  4.84525  -3.17610  -1.59900
H  5.50830  -1.24800  -3.04335
H  4.81590  0.64670  -4.46011
H  2.92267  1.96959  -5.46726
H  0.48149  2.50261  -5.44700
H  -0.94341  1.50816  -3.70160
O  -2.63487  -2.10142  -0.69545
N  -1.40613  -2.14114  -0.00388
C  -1.24181  -3.26628  0.59381
C  -0.29538  -3.87620  1.55505
C  -0.57574  -5.23827  1.72349
C  0.21009  -6.05714  2.51508
C  1.31814  -5.51726  3.14098
C  1.59424  -4.16050  3.01041
C  0.79633  -3.31499  2.25450
P  1.04015  -1.49440  2.29535
C  2.88032  -1.34568  2.47732
C  3.57414  -1.51351  3.68074
C  4.96120  -1.47618  3.70911
C  5.68519  -1.24907  2.54364
C  5.00918  -1.03242  1.35356
C  3.62113  -1.08153  1.32757
C  0.62099  -1.16688  4.07155
C  1.01083  0.06006  4.60661
C  0.80009  0.36496  5.94150
C  0.16886  -0.55360  6.77114
C  -0.21419  -1.78225  6.25629
C  0.01996  -2.09047  4.92005
H  -3.11188  -2.92870  -0.51918
H  -1.99995  -4.00018  0.32354
H  -1.42702  -5.66737  1.20687
H  -0.03899  -7.10242  2.63488
H  1.96074  -6.14198  3.74812
H  2.44634  -3.75172  3.53768
H  3.03699  -1.65810  4.60944
H  5.47426  -1.62114  4.65126
H  6.76704  -1.22656  2.57191
H  5.56036  -0.80754  0.44752
H  3.10138  -0.87656  0.39946
H  1.53247  0.77438  3.98229
H  1.14245  1.31214  6.33961
H  0.00142  -0.32210  7.81480
H  -0.68794  -2.51528  6.89712
H  -0.25862  -3.07269  4.55999
O  -0.45321  1.10759  0.99200
C  0.77924  1.24033  0.83091
O  1.20744  0.55012  -0.16290
C  1.65158  2.05749  1.66589
C  3.01196  2.08450  1.40516
C  3.82227  2.86558  2.19767
C  3.32509  3.64980  3.21836
C  1.96091  3.60965  3.43491
C  1.11346  2.82139  2.69137
N  1.37940  4.46342  4.50119
O  0.19437  4.33798  4.71286
O  2.13378  5.21314  5.07079
N  5.28101  2.86017  1.93065
O  5.98353  3.44632  2.71574
O  5.65267  2.26199  0.94361
H  3.44098  1.50613  0.60064
H  3.97320  4.27019  3.82226
H  0.05178  2.81397  2.90670

Atoms 1-2, force components in eV/Å:
W -1.99 0.72 -3.90
C 0.05 -0.02 0.06